# 1
DFT (wB97M-V/def2-TZVPD) results for C32H66AsIN2O2PdSi7 as an isolated structure.

## Properties
- HOMO-LUMO gap (spin up / spin down) (eV) = 5.9523 / 6.8899
- total charge = 0
- 2S+1 = 3

Structure (XYZ):
```
112
Properties=species:S:1:pos:R:3:forces:R:3:nbo_charge:R:1
Pd 0.403968 0.243353 0.485114 0.2 -0.9 -0.7 0.600
C 0.310028 -0.722528 -4.491435 -0.1 0.0 -0.1 -0.637
C 1.585321 -0.237097 -3.885063 0.0 0.0 0.2 0.173
N 2.608953 -0.085761 -4.675623 0.2 0.0 0.0 -0.399
C 3.814356 0.263747 -4.153992 -0.2 0.0 -0.2 -0.052
C 4.032560 0.409442 -2.820306 0.0 0.0 0.1 -0.051
C 5.429029 0.742057 -2.362988 -0.1 0.1 0.1 -0.091
O 5.521761 2.014905 -1.715569 0.0 -0.1 -0.1 -0.724
C 2.938490 0.226740 -1.917300 0.2 0.2 0.2 -0.205
C 3.271030 0.270587 -0.519958 0.2 0.1 -0.5 0.158
N 2.606218 -0.156642 0.499083 -0.1 0.2 0.8 -0.563
C 3.376766 -0.229865 1.699551 -0.1 -0.1 -0.2 0.187
C 4.733193 -0.573595 1.653065 0.1 -0.1 0.0 -0.241
C 5.512956 -0.633709 2.793158 0.0 0.0 0.0 -0.194
C 4.953138 -0.377035 4.035592 0.0 0.0 0.0 -0.210
C 3.600056 -0.095888 4.117065 0.1 0.0 -0.1 -0.220
C 2.830164 -0.042058 2.961628 -0.1 0.0 0.2 -0.220
I 0.794027 0.275940 3.216551 0.0 0.1 0.1 0.314
C 1.649689 -0.014071 -2.440107 -0.1 -0.1 -0.1 0.376
O 0.562423 -0.029393 -1.760415 0.2 0.0 0.0 -0.737
H 0.468158 -0.868810 -5.557834 0.0 0.0 0.0 0.229
H -0.509769 -0.026210 -4.335519 0.0 0.0 0.0 0.222
H 0.013093 -1.664836 -4.032687 0.0 0.0 0.0 0.224
H 4.627850 0.382795 -4.861114 0.0 0.0 0.0 0.189
H 6.095925 0.698131 -3.225621 0.0 0.0 0.0 0.181
H 5.802097 0.021383 -1.634720 0.0 0.0 0.0 0.178
H 5.151129 2.671910 -2.314837 0.0 0.0 0.0 0.471
H 4.259727 0.678815 -0.320556 0.0 -0.1 -0.1 0.199
H 5.172988 -0.838092 0.700362 0.0 0.0 0.0 0.220
H 6.559075 -0.898216 2.707529 0.0 0.0 0.0 0.222
H 5.552730 -0.422409 4.935275 0.0 0.0 0.0 0.223
H 3.134023 0.073371 5.078452 0.0 0.0 0.0 0.226
C 2.691184 -3.617733 0.297452 0.2 0.0 0.1 -1.117
Si 1.046796 -3.722375 -0.581699 -0.1 -0.1 0.1 1.281
C 0.378915 -5.445548 -0.245531 0.0 -0.2 0.0 -1.109
C 1.354324 -3.615212 -2.417728 0.0 0.1 -0.3 -1.111
Si -0.498943 -2.185459 0.238511 0.0 0.2 0.0 -0.261
Si -2.547158 -2.309795 -0.851223 0.0 -0.1 0.0 1.280
C -3.157135 -4.071357 -1.075792 0.0 -0.1 -0.1 -1.111
C -2.612861 -1.560360 -2.554253 0.1 0.2 -0.2 -1.127
C -3.805547 -1.431412 0.220832 -0.1 0.1 0.2 -1.125
Si -1.038822 -2.894653 2.376248 -0.1 -0.2 0.1 1.275
C -2.071891 -1.584278 3.263585 -0.1 0.2 0.1 -1.140
C 0.509830 -3.320675 3.351223 0.2 0.0 0.1 -1.128
C -2.084295 -4.463939 2.426962 -0.1 -0.1 0.0 -1.122
H 3.398995 -4.313981 -0.165312 0.0 0.0 0.0 0.233
H 2.589525 -3.885230 1.352018 0.0 0.0 0.0 0.236
H 3.114997 -2.614330 0.243343 0.0 0.0 0.0 0.234
H 1.042328 -6.198844 -0.687482 0.0 0.1 0.0 0.234
H -0.618187 -5.583460 -0.668530 0.0 0.0 0.0 0.235
H 0.319146 -5.642942 0.828186 0.0 0.0 0.0 0.230
H 2.009592 -4.441264 -2.714471 0.0 0.0 0.0 0.235
H 1.837773 -2.680240 -2.711892 0.0 -0.1 0.0 0.237
H 0.419936 -3.705912 -2.981034 0.1 0.0 0.0 0.232
H -2.500991 -4.641659 -1.739485 0.0 0.0 0.0 0.231
H -4.150696 -4.041831 -1.539960 0.1 0.0 0.0 0.233
H -3.239064 -4.611945 -0.136000 0.0 -0.1 0.1 0.236
H -2.140148 -2.222506 -3.281904 0.0 0.0 0.0 0.238
H -2.101537 -0.595723 -2.598207 0.0 -0.1 0.0 0.245
H -3.659285 -1.426983 -2.849241 0.1 0.0 0.0 0.229
H -3.958570 -1.976302 1.157668 0.0 0.1 0.0 0.233
H -4.769761 -1.357171 -0.292817 0.0 0.0 0.0 0.234
H -3.474735 -0.422194 0.475323 0.0 0.0 0.0 0.233
H -2.187079 -0.688716 2.644037 0.0 0.0 0.1 0.231
H -1.627541 -1.288003 4.218506 -0.1 0.0 0.0 0.231
H -3.072289 -1.975081 3.470108 0.0 0.0 0.0 0.239
H 1.384175 -2.737979 3.051056 0.0 -0.1 0.0 0.230
H 0.741503 -4.378947 3.192439 0.0 0.0 0.0 0.235
H 0.353856 -3.166753 4.424651 0.0 -0.1 -0.1 0.233
H -3.139823 -4.254055 2.233275 0.0 0.0 0.0 0.229
H -2.012741 -4.916712 3.423550 0.0 0.0 -0.1 0.233
H -1.747302 -5.203302 1.698971 0.0 0.0 0.0 0.237
C -0.276031 5.147176 0.467617 0.0 0.1 0.1 -1.134
Si 0.423577 3.406234 0.332746 -0.6 0.6 -0.2 1.461
C 1.653537 3.364371 1.728467 0.1 -0.3 0.2 -1.133
C 1.375025 3.330453 -1.268040 0.0 -0.2 -0.3 -1.155
As -1.472984 1.902725 0.266144 0.4 0.7 0.2 -0.580
Si -2.812084 2.704798 2.045448 0.0 -0.2 -0.1 1.472
C -1.900033 2.533987 3.654930 0.2 0.0 0.2 -1.130
C -3.374009 4.477624 1.934420 0.0 0.2 0.0 -1.128
C -4.326014 1.630425 2.119480 -0.2 -0.2 0.0 -1.137
Si -2.496805 2.668097 -1.738918 0.0 -0.3 0.0 1.501
C -2.984368 4.455326 -1.929871 0.0 0.2 0.1 -1.129
C -1.347974 2.280770 -3.138573 0.1 0.0 -0.2 -1.171
C -4.068235 1.684865 -1.846037 -0.2 -0.2 0.1 -1.139
H 0.522826 5.872112 0.269598 -0.1 -0.1 0.0 0.236
H -0.652188 5.337531 1.475890 0.0 0.0 0.0 0.229
H -1.089619 5.335189 -0.229199 0.0 0.0 0.0 0.233
H 2.192561 4.313186 1.631565 0.0 0.0 0.0 0.242
H 2.378304 2.548506 1.652825 -0.1 0.1 0.0 0.236
H 1.196697 3.328934 2.718776 0.1 0.0 0.0 0.240
H 2.439123 3.467314 -1.053752 0.0 0.0 0.0 0.243
H 1.049363 4.135517 -1.932370 0.0 0.0 0.0 0.240
H 1.254302 2.387291 -1.800214 0.1 0.1 0.0 0.261
H -0.970249 3.109874 3.661747 -0.1 0.0 0.1 0.240
H -1.668266 1.494849 3.893795 -0.1 0.0 0.0 0.233
H -2.546287 2.918911 4.451109 0.1 0.0 0.0 0.246
H -2.635940 5.156417 2.364292 -0.1 0.0 0.0 0.241
H -4.294354 4.555499 2.523518 0.1 0.1 0.0 0.243
H -3.592688 4.820769 0.926136 0.0 0.0 0.0 0.239
H -4.082645 0.601244 2.394025 0.0 0.1 0.0 0.251
H -4.860600 1.599196 1.167221 0.0 0.0 0.1 0.241
H -5.003041 2.040851 2.875783 0.0 -0.1 0.0 0.240
H -2.128048 5.105741 -2.109792 0.0 0.0 0.0 0.239
H -3.572149 4.870821 -1.113883 0.0 0.0 0.0 0.236
H -3.610165 4.472392 -2.829215 0.0 0.0 0.0 0.246
H -0.763124 3.163592 -3.405905 0.0 0.0 0.0 0.243
H -1.930755 1.976742 -4.013912 0.0 0.0 0.0 0.247
H -0.662384 1.476013 -2.877768 0.0 0.0 0.0 0.281
H -4.708496 1.861843 -0.977333 0.0 0.0 -0.1 0.235
H -3.872952 0.613024 -1.901855 0.0 0.1 0.0 0.254
H -4.620502 1.987708 -2.741015 0.0 -0.1 0.0 0.241
```
Positions in Å, forces in eV/Å.

# 2
DFT (wB97M-V/def2-TZVPD) results for C32H66O28Tl as an isolated structure.

## Properties
- HOMO-LUMO gap (eV) = 3.7703
- total charge = -1
- energy above the lowest of the compared OMol25 structures with the same formula, charge and spin (kcal/mol) = 74.1

Structure (XYZ):
```
127
Properties=species:S:1:pos:R:3:forces:R:3:lowdin_charge:R:1
Tl 16.221272 19.761477 27.481886 0.2 -0.1 0.5 1.083
C 17.716951 17.536296 31.648188 -2.4 -0.1 -3.5 0.013
C 18.049547 16.188193 31.793681 -1.1 -0.7 4.0 -0.292
C 18.217872 15.238861 30.652042 2.0 -1.6 -1.5 -0.317
O 18.732413 14.077756 30.761036 -0.7 0.8 1.3 -0.046
C 18.004689 15.692098 29.364494 -1.1 2.0 -0.6 0.026
C 17.459470 16.992225 29.099583 1.4 -0.4 1.5 -0.326
C 17.394964 18.023392 30.319275 -0.9 -1.3 0.5 -0.325
O 16.969025 19.159044 30.106806 0.1 0.6 -0.4 -0.059
O 17.130197 17.409143 27.988542 -0.5 0.2 -0.4 -0.168
O 18.028626 15.810627 32.994891 0.8 -0.6 -1.7 0.085
H 17.486978 18.149132 32.505908 -0.8 -1.2 -0.3 0.095
H 18.277030 15.041818 28.544405 -0.3 -0.1 -0.1 0.119
C 14.541773 16.880043 30.706158 1.2 -1.0 1.0 0.193
C 13.901490 18.005495 30.161976 -0.3 0.9 -1.8 -0.321
C 13.182845 18.929034 31.104595 -1.5 1.4 -0.6 -0.356
O 12.525124 19.926355 30.716165 1.0 -0.7 -0.7 0.026
C 13.115752 18.615150 32.448325 0.8 -1.0 1.7 0.143
C 13.755990 17.485356 33.062161 0.1 -1.0 -1.9 -0.301
C 14.581129 16.561402 32.109730 -0.5 0.0 1.3 -0.293
O 15.143220 15.583571 32.558617 -0.2 0.1 -0.4 0.170
O 13.684413 17.160038 34.227909 -5.5 -1.5 -1.5 0.072
O 13.906009 18.189226 28.935616 0.1 0.3 0.9 0.052
H 15.007563 16.127293 30.080522 -0.1 0.1 -0.3 0.136
H 12.529558 19.244802 33.104427 -0.1 0.2 -0.1 0.141
C 21.890399 14.864611 30.636014 -0.2 1.3 -0.8 -0.131
O 23.119708 15.502384 30.283822 0.9 -0.4 0.5 -0.135
H 21.285505 15.575017 31.207628 -0.2 -0.4 0.3 0.075
H 21.365835 14.722886 29.686002 -0.3 -0.8 0.6 0.052
H 22.078446 13.949903 31.188364 0.0 0.0 -0.1 0.086
H 22.968715 16.428692 30.092164 -0.1 0.0 0.2 0.041
C 21.424933 16.411656 27.939535 0.9 0.3 0.0 -0.106
O 20.948921 17.318619 26.938734 0.2 -0.5 -0.1 -0.114
H 22.186758 15.719968 27.569242 -0.3 -0.1 -0.4 0.099
H 21.980342 16.985615 28.687303 -0.6 0.1 0.2 0.071
H 20.617305 15.834698 28.379255 -0.2 0.4 -0.2 0.062
H 21.732449 17.636116 26.479342 -0.2 0.1 -0.1 0.100
C 19.373586 21.317502 28.968895 1.5 -0.6 1.1 -0.256
C 20.026128 20.441832 27.909535 -0.1 0.3 -0.6 -0.236
O 19.227179 19.311048 27.651427 -0.6 0.0 0.0 -0.141
O 18.201424 21.965833 28.559894 -0.6 -0.2 -0.8 -0.105
H 20.139208 22.027266 29.302721 -0.1 0.2 -0.1 0.130
H 19.206963 20.678908 29.844821 -0.4 0.2 -0.3 0.080
H 21.028618 20.108858 28.196043 -0.1 0.3 0.5 0.115
H 20.158683 21.043546 26.999219 -0.1 0.0 -0.1 0.120
H 19.764185 18.569334 27.314504 0.0 0.2 0.1 0.046
H 18.144511 22.854039 28.912881 0.1 0.0 0.1 0.092
C 19.078471 15.810667 23.960065 -0.7 0.7 0.2 -0.260
C 18.047185 15.847666 25.063968 0.8 -0.4 0.7 -0.280
O 16.765970 16.276850 24.649228 0.4 -0.8 0.3 -0.058
O 18.870000 14.847332 22.949202 -0.1 -0.3 -0.1 -0.063
H 20.022203 15.542818 24.433639 0.2 0.3 -0.2 0.115
H 19.067851 16.823964 23.539404 0.5 0.0 -0.2 0.120
H 18.402710 16.482837 25.883037 0.2 0.3 -0.2 0.100
H 18.098708 14.852246 25.533081 -0.7 -0.2 -0.2 0.116
H 16.221063 16.054550 25.432122 -0.6 0.4 -0.4 0.045
H 17.973838 14.922650 22.605568 -0.1 0.2 0.2 0.082
C 17.757459 17.696756 35.507300 0.4 -0.3 0.3 -0.257
C 16.339942 18.236145 35.661074 1.0 -0.1 0.3 -0.208
O 15.466666 17.503442 34.832225 4.3 1.9 1.5 -0.053
O 17.812030 16.331730 35.870466 0.0 0.6 0.2 -0.050
H 18.439010 18.300041 36.127089 -0.1 0.1 0.3 0.109
H 18.171347 17.793650 34.496408 -0.5 0.2 -0.2 0.084
H 16.337376 19.315688 35.464516 0.1 0.0 -0.5 0.113
H 16.051232 18.189424 36.718144 0.0 -0.5 0.1 0.119
H 14.697297 18.061664 34.681978 1.0 0.5 0.9 0.035
H 18.724962 16.025827 35.722873 -0.8 0.0 0.2 0.025
C 20.036160 18.842019 31.427478 1.7 1.0 -0.1 -0.201
C 19.241468 19.670917 32.388826 -1.0 0.3 0.5 -0.239
O 20.018280 20.163778 33.473988 0.6 -0.3 -0.3 -0.040
O 21.103206 19.624005 30.840010 -0.1 -0.3 0.0 -0.064
H 19.402917 18.476013 30.621979 0.7 0.3 0.1 0.100
H 20.513178 18.002175 31.939434 -0.3 -0.3 0.1 0.116
H 18.434980 18.995595 32.700881 1.4 1.5 0.8 0.059
H 18.738211 20.506560 31.893926 0.2 0.0 -0.3 0.111
H 19.442201 20.543072 34.141666 -0.2 0.0 -0.1 0.092
H 21.670539 19.886743 31.572535 0.0 0.1 0.0 0.083
C 18.997303 12.923513 34.212522 -1.0 -0.9 -0.3 -0.240
C 17.934943 12.057461 33.506877 0.6 1.4 -1.6 -0.217
O 17.005612 12.954069 32.907429 -0.9 -0.4 0.1 -0.089
O 18.461680 13.399473 35.442943 0.9 -0.6 -0.1 -0.051
H 19.185936 13.766839 33.543378 0.0 0.0 -0.1 0.089
H 19.924621 12.339381 34.259014 0.1 0.0 0.7 0.114
H 17.386407 11.301556 34.063960 0.1 0.3 0.5 0.117
H 18.422742 11.556905 32.660889 0.4 -0.4 0.3 0.085
H 17.497654 13.472565 32.252271 0.0 -0.1 0.3 0.028
H 19.208710 13.840482 35.859972 -0.3 0.3 0.2 0.043
C 15.400138 14.309006 27.207808 0.1 0.6 0.7 -0.215
C 14.240843 13.479421 26.693984 0.7 -0.3 0.5 -0.245
O 14.248669 13.402402 25.288514 -0.5 0.2 -0.4 -0.056
O 15.176104 15.701929 26.921717 0.0 -0.6 -0.2 -0.085
H 16.359651 13.964115 26.806114 -0.1 0.0 -0.5 0.108
H 15.575836 14.199100 28.282551 -0.5 -0.2 0.1 0.116
H 13.297298 13.895461 27.046334 0.0 0.2 -0.4 0.124
H 14.300698 12.469433 27.118084 0.1 0.0 0.1 0.117
H 15.118726 13.111944 24.999828 0.0 0.0 0.1 0.085
H 15.597160 16.242949 27.606707 0.1 0.0 -0.3 0.042
C 16.211593 21.890064 31.702401 -0.3 -0.9 -0.6 -0.231
C 15.028391 22.140872 30.784859 -0.7 0.5 0.3 -0.227
O 14.872255 21.143750 29.781162 0.4 0.6 0.0 -0.162
O 15.981186 20.723862 32.478342 0.2 0.1 0.5 -0.067
H 16.418550 22.738609 32.354825 -0.2 0.0 0.1 0.119
H 17.089206 21.701997 31.076590 0.1 0.3 -0.1 0.093
H 15.089909 23.169189 30.407538 0.4 -0.1 -0.7 0.112
H 14.080131 22.179715 31.328210 0.2 -0.2 0.5 0.122
H 13.999798 20.745237 29.930508 -0.1 -0.1 -0.2 0.035
H 16.354013 19.993021 31.971528 -0.2 -0.1 -0.3 0.037
C 20.907619 16.089755 34.562700 1.2 1.0 -0.1 -0.187
C 21.509486 17.478323 34.778743 0.6 0.5 0.8 -0.221
O 22.670524 17.474030 35.622589 0.2 -0.6 0.2 -0.074
O 20.395471 15.527801 35.774320 0.1 0.2 -0.3 -0.077
H 21.703760 15.448067 34.182357 -0.1 -0.1 -0.2 0.130
H 20.139019 16.228249 33.802335 -0.4 -0.6 0.4 0.100
H 20.842468 18.201763 35.254552 -0.6 -0.3 -0.4 0.109
H 21.899253 17.939892 33.871144 -0.4 -0.3 -0.3 0.112
H 22.379176 17.266978 36.516178 0.1 0.1 0.0 0.072
H 21.113711 15.382526 36.397499 0.1 0.0 -0.1 0.109
C 20.252889 10.849304 29.894072 -0.7 -0.9 1.1 -0.244
C 18.765091 10.782345 29.529415 0.7 0.8 -0.8 -0.227
O 18.431026 11.924705 28.745626 -0.3 -0.2 -0.4 -0.092
O 20.493301 11.676483 31.011904 0.2 0.4 0.1 -0.087
H 20.914340 11.119336 29.066275 -0.4 0.0 -0.3 0.118
H 20.502906 9.827670 30.205365 0.3 0.1 0.1 0.110
H 18.071334 10.791708 30.373175 0.5 -0.5 0.4 0.119
H 18.627920 9.866196 28.949846 -0.3 0.2 -0.2 0.111
H 18.421638 12.665460 29.365577 -0.1 0.4 0.1 0.031
H 20.047139 12.528971 30.882138 0.0 -0.1 0.0 0.038
```
Positions in Å, forces in eV/Å.

- Among the records above, which one has the highest total charge?
  C32H66AsIN2O2PdSi7

- Number 1 is which compound?
  C32H66AsIN2O2PdSi7

- Among the records above, which one has the highest total charge?
  C32H66AsIN2O2PdSi7